This record from the Open Molecules 2025 dataset describes a structure of composition C3H6F9O12S3Zn. The level of theory is ωB97M-V with the def2-TZVPD basis set.

Structure (XYZ):
```
34
Properties=species:S:1:pos:R:3:nbo_charge:R:1
Zn -0.7615 -0.6237 0.0626 1.763
C 0.9847 -1.7133 -3.5849 0.684
F 0.5928 -2.9326 -3.9946 -0.330
F 1.7718 -1.2075 -4.5355 -0.316
F -0.1331 -0.9512 -3.5325 -0.345
S 1.8555 -1.7799 -1.9324 2.375
O 2.1912 -3.1725 -1.7835 -0.966
O 2.9221 -0.8380 -2.0519 -0.934
O 0.7676 -1.3614 -1.0475 -1.122
C 0.1565 0.9155 3.8115 0.680
F 0.4490 0.9905 5.1114 -0.321
F -1.1863 0.9981 3.6995 -0.354
F 0.6707 1.9758 3.1935 -0.309
S 0.7627 -0.6773 3.1201 2.378
O 0.4802 -0.5064 1.6943 -1.093
O 2.1375 -0.7157 3.4602 -0.936
O -0.1198 -1.6286 3.7693 -1.000
C 1.3209 3.1376 -0.8337 0.694
F 1.4373 4.4635 -0.9794 -0.327
F 2.2243 2.5622 -1.6147 -0.307
F 1.6049 2.8363 0.4418 -0.320
S -0.3945 2.6063 -1.2467 2.367
O -1.2183 3.5997 -0.5997 -0.982
O -0.4526 2.5495 -2.6786 -0.962
O -0.4718 1.2927 -0.6127 -1.120
O -2.2017 -0.7825 -1.4393 -0.981
H -2.2231 -0.8443 -2.4012 0.524
H -3.1092 -0.8581 -1.1251 0.492
O -1.0556 -2.6415 0.6264 -0.984
H -0.2203 -3.0614 0.8833 0.525
H -1.7120 -2.9433 1.2640 0.494
O -2.2126 0.2698 1.3054 -0.996
H -2.2129 1.2157 1.5068 0.529
H -2.6445 -0.1741 2.0438 0.500
```

Strongest force on any atom: 1.501 eV Å⁻¹
LUMO level: 0.0484 hartree
E_HOMO: -7.265 eV
Net charge: -1
HOMO-LUMO gap: 0.3154 Eh
Energy above the lowest of the compared OMol25 structures with the same formula, charge and spin: 0.2654 eV
Energy: -4893.72555 Eh

---

This record from the Open Molecules 2025 dataset describes a structure of composition C2H7ClN2O2S. The level of theory is ωB97M-V with the def2-TZVPD basis set.

Structure (XYZ):
```
15
Properties=species:S:1:pos:R:3:nbo_charge:R:1
C 0.7413 -1.2109 -1.1745 -0.429
C -1.0690 1.4018 0.9387 -0.445
N 0.1637 -1.4150 0.1343 -0.855
N -1.5321 0.5548 -0.1343 -0.662
O -1.8015 -1.2818 1.6477 -0.931
O -2.1285 -1.8339 -0.7371 -0.915
S -1.4462 -1.1146 0.2774 2.418
Cl -3.1790 0.8725 -0.5429 0.134
H 0.0206 -1.6030 -1.8882 0.235
H 0.9252 -0.1554 -1.3948 0.190
H 1.6712 -1.7724 -1.2511 0.211
H -1.2830 2.4391 0.6892 0.227
H -1.5332 1.1382 1.8933 0.216
H 0.0094 1.2656 1.0113 0.204
H 0.6992 -1.0597 0.9094 0.402
```

Strongest force on any atom: 1.234 eV Å⁻¹
LUMO level: 0.0210 hartree
E_HOMO: -10.044 eV
HOMO-LUMO gap: 0.3901 Eh
Energy above the lowest of the compared OMol25 structures with the same formula, charge and spin: 0.0000 eV
Energy: -1198.71411 Eh

---

This record from the Open Molecules 2025 dataset describes a cluster of 2 separate species, C43H50N3O in total. The level of theory is ωB97M-V with the def2-TZVPD basis set.

Structure (XYZ):
```
97
Properties=species:S:1:pos:R:3:lowdin_charge:R:1
C 2.6676 -1.3241 -0.2194 -0.012
N 2.1121 -1.1512 1.1075 -0.022
C 2.9681 -0.9338 2.1630 -0.417
O 4.1740 -1.1646 2.1479 0.095
C 2.1383 -0.3534 3.2894 -0.148
C 2.4228 1.1365 3.5034 -0.069
C 2.5310 1.9086 2.2142 -0.227
C 3.7162 1.8342 1.4737 -0.045
C 3.8267 2.4788 0.2444 -0.067
C 2.7492 3.2236 -0.2499 -0.076
C 1.5909 3.3562 0.5221 -0.077
C 1.4793 2.7071 1.7561 -0.042
N 0.7667 -0.6616 2.8480 0.066
C -0.3099 -0.2401 3.5531 0.025
C -1.5607 0.0045 2.9893 -0.067
C -2.8050 -0.0101 3.6319 0.048
C -4.0097 0.2168 2.8820 -0.201
C -5.3007 -0.1080 3.3893 -0.001
C -6.4037 -0.1534 2.5481 -0.050
C -6.2438 0.0537 1.1648 -0.041
C -4.9964 0.4712 0.6673 -0.059
C -3.9407 0.6971 1.5435 -0.024
C 0.6922 -1.1910 1.4580 -0.151
C 0.0290 -2.6140 1.2134 -0.522
C 0.6633 -3.6193 2.1619 -0.026
C 0.1853 -3.0382 -0.2468 -0.051
C -1.4660 -2.5726 1.4399 -0.057
H 3.3687 -0.5011 -0.4375 0.099
H 3.2120 -2.2824 -0.2958 0.108
H 1.8643 -1.3035 -0.9608 0.083
H 2.3919 -0.9181 4.1962 0.173
H 1.6636 1.5541 4.1685 0.101
H 3.3859 1.1770 4.0294 0.142
H 4.5554 1.2518 1.8620 0.120
H 4.7490 2.3798 -0.3295 0.114
H 2.8234 3.7004 -1.2293 0.109
H 0.7575 3.9565 0.1569 0.105
H 0.5765 2.8084 2.3664 0.111
H -0.1160 0.0132 4.5933 0.116
H -1.5661 0.1835 1.9062 0.095
H -2.8917 -0.3178 4.6746 0.100
H -5.4110 -0.3434 4.4493 0.110
H -7.3926 -0.3736 2.9528 0.117
H -7.0817 -0.0868 0.4754 0.117
H -4.8406 0.6381 -0.4041 0.115
H -3.0367 1.1877 1.1727 0.115
H 0.1582 -0.4606 0.8148 0.166
H 0.4205 -3.3742 3.1991 0.086
H 0.2473 -4.6106 1.9544 0.100
H 1.7504 -3.6827 2.0538 0.094
H -0.0595 -2.2131 -0.9253 0.092
H 1.1677 -3.4460 -0.4889 0.085
H -0.5367 -3.8353 -0.4656 0.096
H -1.9381 -1.8068 0.8218 0.092
H -1.8732 -3.5418 1.1423 0.098
H -1.7320 -2.4127 2.4787 0.076
C -6.6936 1.8618 7.0604 -0.082
C -5.6313 2.1111 6.1811 -0.080
C -4.5015 1.2960 6.2106 -0.101
C -4.4741 0.1097 6.9890 -0.256
C -3.2960 -0.7705 7.0522 -0.036
C -2.0835 -0.3965 7.6102 -0.192
N -1.1746 -1.2543 8.2060 -0.072
C -1.5994 -2.6154 8.5108 -0.159
C -0.4146 -3.5478 8.7765 -0.181
C 0.5769 -3.0309 9.8080 -0.202
C 0.9250 -1.5632 9.5718 -0.176
C -0.2663 -0.6766 9.2005 -0.157
C -1.6867 1.0296 7.5293 -0.200
C -2.4292 2.0436 8.1557 -0.025
C -2.0775 3.3837 7.9710 -0.053
C -0.9846 3.7040 7.1539 -0.074
C -0.1863 2.6938 6.6012 -0.075
C -0.5159 1.3577 6.8228 -0.070
C -5.6180 -0.1816 7.7757 -0.035
C -6.6778 0.7144 7.8619 -0.080
H -7.5334 2.5567 7.1033 0.105
H -5.6607 2.9830 5.5203 0.111
H -3.6270 1.5711 5.6063 0.111
H -3.4725 -1.8149 6.8027 0.100
H -2.2714 -2.6182 9.3889 0.141
H -2.1588 -3.0256 7.6675 0.107
H -0.7998 -4.5212 9.0906 0.115
H 0.1225 -3.7201 7.8374 0.113
H 0.1786 -3.1457 10.8234 0.116
H 1.5048 -3.6075 9.7456 0.112
H 1.3846 -1.1166 10.4620 0.117
H 1.6797 -1.4814 8.7775 0.112
H 0.1496 0.2627 8.8243 0.107
H -0.8334 -0.4139 10.1157 0.140
H -3.2962 1.7662 8.7686 0.135
H -2.6721 4.1627 8.4630 0.116
H -0.7239 4.7495 6.9902 0.106
H 0.7143 2.9398 6.0299 0.099
H 0.1215 0.5547 6.4380 0.102
H -5.6014 -1.1089 8.3552 0.116
H -7.4688 0.5233 8.5859 0.107
```

Strongest force on any atom: 2.483 eV Å⁻¹
LUMO level: -0.1684 hartree
E_HOMO: -9.714 eV
Net charge: +1
HOMO-LUMO gap: 0.1886 Eh
Energy above the lowest of the compared OMol25 structures with the same formula, charge and spin: 0.0000 eV
Energy: -1907.78491 Eh